A cluster of 2 separate species, CH8N2Si in total, computed with ωB97M-V/def2-TZVPD.

Last column: Löwdin charge in e.
Element x y z (Å)
N1 1.190 0.526 -0.205  -0.326
H1 -1.761 1.140 -0.021  0.017
H2 3.446 -0.952 0.345  -0.117
H3 0.049 1.831 0.499  0.018
C1 -2.205 0.121 0.199  -0.057
H4 2.060 -0.927 -1.862  -0.053
H5 -3.048 0.199 0.847  -0.001
H6 -1.367 -0.406 0.674  -0.006
H7 0.916 -1.715 0.064  -0.060
H8 -2.486 -0.453 -0.706  0.030
N2 1.045 1.558 0.458  -0.003
Si1 2.162 -0.921 -0.292  0.559

Properties
- spin multiplicity = 1
- SMILES string = [H]/N=N/[SiH3].C
- HOMO-LUMO gap (eV) = 8.63
- max |F| (eV/A) = 3.67